Density functional theory data (ωB97M-V/def2-TZVPD) for a 2-piece molecular cluster, C5H8N2 overall.

Each line ends with the Mulliken charge.
Cartesian coordinates (Å):
C -0.811 0.104 -0.593  -0.2766
C -0.397 -0.873 -1.417  -0.4405
C -0.140 0.545 -1.849  -0.5023
H -1.644 0.394 0.031  0.4146
H -0.815 -1.762 -1.872  0.4066
H -0.758 0.993 -2.633  0.2358
H 0.874 0.950 -1.813  0.1770
N 1.498 -1.647 0.298  -0.7104
C 1.157 -0.724 1.003  0.5905
C 0.518 0.425 1.336  -0.5024
N -0.501 0.597 2.302  -0.5165
H 0.808 -1.540 -0.608  0.2788
H 1.067 1.334 1.098  0.3866
H -0.152 1.024 3.154  0.2217
H -0.972 -0.268 2.535  0.2370

Values from the calculation:
Total charge ... 0
SMILES ... C1=CC1.N=C=CN
F_max ... 0.0141 Eh/bohr
Frontier orbital gap ... 9.43 eV

Density functional theory data (ωB97M-V/def2-TZVPD) for C3H5N3O as an isolated structure at a distorted geometry.

Each line ends with the Mulliken charge.
Cartesian coordinates (Å):
O 1.790 -1.809 -1.571  -0.4878
C 1.361 -0.602 -1.018  -0.3362
C 0.154 -0.778 -0.153  0.4519
N -0.759 -1.315 0.353  -0.3701
N -2.154 0.710 1.662  -0.5901
C -1.125 1.258 1.164  0.3298
N -0.069 1.039 0.470  -0.4253
H 1.094 -2.150 -2.149  0.3295
H 1.112 0.166 -1.762  0.2706
H 2.166 -0.213 -0.392  0.3045
H -2.766 1.341 2.169  0.2261
H -0.804 2.353 1.227  0.2971

Values from the calculation:
Total charge ... 0
F_max ... 0.0203 Eh/bohr
Frontier orbital gap (spin up / spin down) ... 7.83 / 7.83 eV

Density functional theory data (ωB97M-V/def2-TZVPD) for C24H26F5FeISSi as an isolated structure.

Each line ends with the Mulliken charge.
Cartesian coordinates (Å):
Fe -0.225 1.313 0.517  -0.3805
C -2.247 1.326 -0.295  0.1714
C -2.187 0.446 0.831  1.0334
C -1.864 1.239 1.973  0.2615
C -1.662 2.568 1.554  1.3419
C -1.883 2.628 0.138  0.8429
C -1.808 3.835 -0.743  -1.7236
C -1.333 3.722 2.450  -1.8660
C -1.842 0.763 3.395  -1.7207
C -2.598 -0.993 0.868  -1.6950
C -2.765 0.979 -1.655  -1.4579
H -1.331 3.590 -1.695  0.3264
H -1.201 4.617 -0.289  0.3251
H -2.804 4.246 -0.954  0.2706
H -2.224 4.086 2.978  0.2829
H -0.908 4.547 1.880  0.3537
H -0.584 3.442 3.192  0.4121
H -0.894 0.290 3.659  0.1273
H -2.634 0.027 3.563  0.3492
H -2.014 1.598 4.079  0.4698
H -1.934 -1.579 1.507  0.2713
H -2.562 -1.441 -0.126  0.3851
H -3.623 -1.102 1.249  0.2905
H -2.161 1.430 -2.443  0.2581
H -3.795 1.340 -1.777  0.3022
H -2.764 -0.096 -1.823  0.3837
F 6.197 -2.915 2.475  -0.3485
C 4.963 -2.385 2.321  0.6545
C 4.778 -1.016 2.289  0.0635
F 5.850 -0.211 2.418  -0.3384
C 3.514 -0.479 2.138  0.0708
F 3.412 0.846 2.133  -0.2975
C 2.359 -1.268 2.009  0.0229
S 0.763 -0.645 1.825  -0.1088
C 2.599 -2.651 2.049  0.0882
F 1.575 -3.516 1.937  -0.3901
C 3.855 -3.202 2.201  0.1663
F 4.017 -4.542 2.235  -0.3423
I 1.708 3.188 0.483  -0.5361
C 2.507 -0.272 -1.298  -1.2192
Si 0.696 0.341 -1.400  0.6821
C 0.787 1.458 -2.973  -1.1852
C -0.132 -1.266 -2.108  0.0814
C -0.180 -2.419 -1.310  -0.4006
C -0.730 -3.608 -1.768  -0.6826
C -1.265 -3.687 -3.049  -0.4548
C -1.241 -2.560 -3.859  -0.5452
C -0.681 -1.376 -3.390  -0.0320
H 2.850 -0.625 -2.277  0.4394
H 2.602 -1.093 -0.585  0.2350
H 3.159 0.543 -0.968  0.2662
H 1.247 0.944 -3.825  0.3440
H 1.398 2.329 -2.720  0.2203
H -0.189 1.835 -3.291  0.2992
H 0.205 -2.366 -0.295  0.2857
H -0.749 -4.477 -1.118  0.4047
H -1.699 -4.614 -3.409  0.3296
H -1.658 -2.603 -4.860  0.3498
H -0.674 -0.509 -4.043  0.2623

Values from the calculation:
Total charge ... -2
F_max ... 0.0147 Eh/bohr
Frontier orbital gap (spin up / spin down) ... 5.63 / 5.46 eV

Density functional theory data (ωB97M-V/def2-TZVPD) for C2H2N2O3 as an isolated structure at a distorted geometry.

Each line ends with the Mulliken charge.
Cartesian coordinates (Å):
C -1.014 -0.294 -1.249  0.1471
C 0.925 -0.574 0.035  0.6059
H 0.713 1.350 2.212  0.3961
H -1.692 -0.536 -2.152  0.3105
N -0.170 -0.062 0.869  0.1715
N -1.311 0.061 0.156  -0.4819
O 0.272 1.490 1.049  -0.4645
O 0.221 -0.821 -1.184  -0.2962
O 2.055 -0.614 0.264  -0.3884

Values from the calculation:
Total charge ... 0
F_max ... 0.1428 Eh/bohr
Frontier orbital gap ... 8.89 eV

Question: Look up the total charge of the second one.
Answer: 0

Question: total charge of number 4 (C2H2N2O3)?
Answer: 0